{
  "formula": "C26H78O13",
  "method": "ωB97M-V/def2-TZVPD",
  "de_lowest_ev": 4.154,
  "spin_multiplicity": 2,
  "e_homo_ev": [-11.145, -11.145],
  "homo_lumo_gap_ev": [8.585, 1.769],
  "charge": 1,
  "species": ["C", "C", "O", "H", "H", "H", "H", "H", "H", "C", "C", "O", "H", "H", "H", "H", "H", "H", "C", "C", "O", "H", "H", "H", "H", "H", "H", "C", "C", "O", "H", "H", "H", "H", "H", "H", "C", "C", "O", "H", "H", "H", "H", "H", "H", "C", "C", "O", "H", "H", "H", "H", "H", "H", "C", "C", "O", "H", "H", "H", "H", "H", "H", "C", "C", "O", "H", "H", "H", "H", "H", "H", "C", "C", "O", "H", "H", "H", "H", "H", "H", "C", "C", "O", "H", "H", "H", "H", "H", "H", "C", "C", "O", "H", "H", "H", "H", "H", "H", "C", "C", "O", "H", "H", "H", "H", "H", "H", "C", "C", "O", "H", "H", "H", "H", "H", "H"],
  "coordinates": [[3.451832, -0.869629, 2.639530], [4.562851, 0.183102, 2.947689], [5.352588, -0.360638, 3.943841], [2.786980, -0.418469, 1.902967], [2.902743, -1.102139, 3.551962], [3.801569, -1.780939, 2.154453], [4.241014, 1.102356, 3.437072], [5.237696, 0.436789, 2.130183], [5.428588, 0.313935, 4.622640], [-5.445693, -3.901266, -0.262223], [-4.306361, -3.131651, 0.311805], [-4.461202, -1.800238, -0.109722], [-6.368997, -3.384165, -0.001048], [-5.506132, -4.880005, 0.213724], [-5.284661, -3.957608, -1.338791], [-3.325518, -3.418162, -0.067624], [-4.423039, -3.197168, 1.393568], [-3.573790, -1.434127, -0.102796], [4.697311, -1.099975, -3.257323], [4.852103, -1.577390, -1.840284], [3.768245, -1.090717, -0.995613], [5.634460, -1.184020, -3.807582], [4.631795, -0.018468, -3.138404], [3.786230, -1.439101, -3.750298], [5.856478, -1.305294, -1.515791], [4.861131, -2.667348, -1.843810], [2.977298, -1.205888, -1.527336], [-0.810946, 3.597109, 5.876860], [-0.306347, 3.763142, 4.383322], [-0.132337, 2.474803, 3.797578], [-0.763369, 4.577730, 6.350368], [-0.394029, 2.739725, 6.405234], [-1.893453, 3.508051, 5.785517], [0.723615, 4.119351, 4.363358], [-0.938203, 4.432826, 3.799881], [0.470350, 2.573830, 3.056921], [0.120453, 0.297961, 0.071179], [-1.240690, -0.254079, -0.435677], [-1.107664, -1.569396, -0.956355], [0.070352, 1.299212, 0.499060], [0.942819, 0.138094, -0.626146], [0.413056, -0.270051, 0.954262], [-1.704725, 0.400664, -1.173299], [-1.961410, -0.289889, 0.381263], [-1.146032, -2.130439, -0.178305], [-1.981367, -0.184188, 3.569903], [-2.836077, -1.280327, 3.204719], [-2.198399, -2.033168, 2.244236], [-1.042176, -0.362553, 4.093547], [-2.513835, 0.571708, 4.147150], [-1.708587, 0.226115, 2.597611], [-3.675148, -0.819613, 2.683381], [-3.183494, -1.915990, 4.019177], [-2.550864, -2.923000, 2.169593], [4.065069, 3.218277, -2.076168], [4.702884, 2.171797, -1.140472], [3.668359, 1.589890, -0.481510], [3.455378, 3.913409, -1.498967], [3.411707, 2.766118, -2.822333], [4.908753, 3.625977, -2.633017], [5.391403, 2.602853, -0.413673], [5.184387, 1.455856, -1.806569], [3.656022, 0.632486, -0.550966], [0.855435, 2.129400, -4.363934], [-0.536525, 1.750298, -3.829617], [-1.093734, 0.622008, -4.355524], [1.633230, 1.458578, -3.999041], [0.989254, 3.126531, -3.944497], [0.932536, 2.287629, -5.439630], [-1.181378, 2.595430, -4.070490], [-0.502080, 1.700641, -2.741301], [-0.504119, -0.021198, -3.955193], [0.724032, -4.017604, -2.592286], [0.030875, -3.008979, -3.560153], [0.261392, -1.702939, -3.263723], [1.172000, -4.734755, -3.280121], [0.014371, -4.485247, -1.909797], [1.570283, -3.652488, -2.010346], [-1.048223, -3.131762, -3.652777], [0.429753, -3.085360, -4.571662], [-0.261159, -1.465952, -2.494068], [-1.401425, 3.943167, -0.109005], [-2.329016, 3.551493, 0.962472], [-3.568671, 4.211122, 0.653319], [-1.732704, 3.824301, -1.140609], [-0.399731, 3.552542, 0.070224], [-1.319591, 5.023698, 0.008634], [-1.965116, 3.960347, 1.905092], [-2.475753, 2.495016, 1.186999], [-4.181081, 3.723670, 1.209143], [-0.222231, -6.477220, 0.893966], [-1.260897, -5.469198, 0.415858], [-2.143764, -5.118441, 1.502726], [0.538930, -5.940367, 1.460103], [0.351073, -6.784326, 0.019263], [-0.692891, -7.197949, 1.562643], [-1.874844, -5.971935, -0.331418], [-0.828815, -4.518139, 0.104583], [-2.884354, -5.728808, 1.478882], [3.628739, 4.003113, 2.375575], [2.256028, 3.925302, 1.685749], [1.789006, 2.626546, 1.776924], [4.168884, 3.057377, 2.419312], [3.525509, 4.346371, 3.404957], [4.310698, 4.771818, 2.012083], [2.313168, 4.126515, 0.616007], [1.647386, 4.731761, 2.094764], [2.362805, 2.198344, 1.137389], [-4.237546, 0.235654, -2.714507], [-5.133297, -0.533093, -3.583970], [-6.178903, 0.307519, -3.948490], [-3.346119, -0.389897, -2.668078], [-4.530588, 0.544194, -1.710996], [-3.820150, 1.062021, -3.289819], [-5.593460, -1.307733, -2.970550], [-4.547153, -0.871147, -4.438513], [-6.941044, 0.246063, -3.368005]],
  "atomic_forces_ev_per_a": [[0.259, 1.601, -0.646], [-0.587, -0.762, 0.078], [1.456, -0.840, 1.724], [-0.402, -0.016, -0.001], [0.074, -0.013, -0.065], [0.426, 0.097, 0.315], [-1.131, 0.332, -0.964], [-0.503, -0.006, -0.633], [0.389, -0.416, 0.173], [0.090, -0.401, -0.140], [-0.299, 0.284, -0.053], [-0.009, 0.995, 0.010], [-0.038, 0.068, -0.291], [0.042, -0.229, -0.323], [-0.521, -0.252, -0.010], [-0.037, -0.796, 0.454], [0.587, -0.024, 0.325], [-0.090, 0.358, -0.139], [0.186, 1.483, 0.469], [-0.143, -1.066, -0.509], [1.121, -0.162, -0.217], [-0.292, -0.708, -0.314], [-0.396, 0.301, -0.363], [0.302, -0.244, -0.214], [-0.426, 0.513, 0.769], [-0.232, -0.169, 0.342], [-0.348, -0.125, -0.098], [-1.011, 0.723, -2.308], [0.370, -2.195, 2.993], [-1.363, 1.045, 1.479], [0.754, -0.165, 0.279], [0.195, 0.402, -0.087], [-0.159, -0.586, 0.197], [0.449, 0.746, -0.322], [-0.128, 0.122, -0.638], [1.406, -0.374, -2.149], [-0.623, -0.882, 0.738], [0.529, 1.008, 0.439], [-0.355, 0.290, 0.244], [-0.105, 0.293, -0.742], [-0.203, 0.489, -0.318], [-0.035, -0.490, 0.104], [0.260, -0.191, -0.393], [0.093, 0.124, 0.287], [0.152, -0.466, 0.070], [1.589, 2.232, 0.523], [-2.085, -1.153, -0.123], [1.659, -1.096, -1.339], [-0.065, -0.605, 0.067], [-0.147, 0.085, -0.050], [0.265, 0.592, -0.002], [-0.798, -0.017, 0.449], [-0.084, 0.151, 0.225], [-0.043, -0.302, 0.074], [1.081, -0.437, 0.113], [-0.142, 1.097, -1.911], [-2.409, -0.649, 2.309], [0.360, 0.387, -0.153], [-0.009, -0.333, 0.197], [-0.281, 0.882, 0.023], [0.359, 0.149, -0.262], [0.523, -0.110, 0.314], [0.329, -0.696, -0.154], [-0.440, 0.468, 0.604], [0.449, 2.342, -0.499], [-0.110, -1.147, -0.073], [0.087, -0.012, -0.129], [0.578, 0.091, 0.204], [-0.278, -0.482, -0.038], [-0.251, 0.053, 0.019], [0.176, 0.042, 0.405], [-0.215, -1.420, -0.626], [-0.383, -0.082, -1.151], [0.233, -1.220, -0.382], [0.896, 2.915, 0.599], [-0.165, -0.624, 0.409], [0.114, -0.126, -0.163], [-0.176, 0.614, -0.076], [-0.143, -0.697, 0.187], [0.064, -0.617, -0.012], [-0.078, -0.228, 0.491], [1.231, 0.906, -0.335], [-1.187, 0.522, 0.135], [0.385, -1.043, 0.726], [-0.109, -0.636, 0.209], [0.063, -0.217, -0.314], [0.180, 0.207, -0.149], [0.274, 0.263, 0.431], [-0.039, -0.379, -0.555], [-0.775, 0.365, -0.149], [0.622, 1.682, -0.110], [-0.609, -0.692, 1.098], [0.001, 0.250, 0.073], [-0.105, 0.014, 0.452], [-0.322, -0.957, 0.067], [0.253, -0.426, -0.575], [0.129, 0.502, -0.553], [0.047, -0.269, -0.412], [-0.043, -0.027, 0.136], [0.365, 0.794, 0.564], [2.151, 1.640, -0.574], [-1.850, -0.468, 1.248], [-0.191, -0.018, -0.363], [-0.319, -0.329, 0.333], [-0.143, -0.080, -0.668], [0.293, 0.437, -0.086], [-0.740, -0.525, 0.206], [0.223, -1.269, -0.492], [2.875, 0.230, 0.008], [-1.226, -0.023, 1.587], [-1.332, 1.043, -1.688], [0.360, -0.207, 0.740], [-0.455, -0.154, -0.216], [-0.374, 0.500, 0.137], [0.494, -0.896, -0.414], [-0.534, -0.227, -0.175], [0.246, -0.257, 0.054]]
}